(1)
Below is 2 unconnected molecules or ions with the total composition BrO2P at a distorted geometry, with properties calculated with ωB97M-V/def2-TZVPD.

LUMO energy (alpha / beta) = -4.95 / -4.95 eV
ΔE to the lowest compared entry with this formula, charge and spin = 151.5 kJ/mol
maximum force = 0.0469 hartree/bohr
total charge = 0

Last column: Mulliken charge in e.
CARTESIAN COORDINATES (ANGSTROEM)
O1 -1.381 -1.030 0.073  -0.368
O2 0.154 0.981 0.110  -0.368
P1 -1.256 0.386 -0.139  0.595
Br1 2.484 -0.336 -0.044  0.140

---

(2)
Below is a molecular structure, C23H54CuN3O6 at a distorted geometry, with properties calculated with ωB97M-V/def2-TZVPD.

LUMO energy = -2.55 eV
ΔE to the lowest compared entry with this formula, charge and spin = 793.6 kJ/mol
maximum force = 0.0847 hartree/bohr
total charge = 0

Last column: Mulliken charge in e.
CARTESIAN COORDINATES (ANGSTROEM)
Cu1 -1.277 -0.496 0.383  0.501
C1 1.802 4.641 -0.096  -1.806
C2 3.211 4.461 -0.820  1.527
C3 4.000 5.739 -0.386  -1.164
C4 5.516 5.583 -0.587  -0.784
C5 6.012 4.227 0.097  -1.429
C6 5.325 2.979 -0.465  1.742
N1 3.882 3.214 -0.389  0.405
O1 3.107 2.008 -0.872  -0.727
C7 5.727 1.802 0.432  -1.700
C8 5.838 2.774 -1.928  -1.589
C9 2.919 4.638 -2.309  -1.840
H1 1.417 5.599 -0.446  0.423
H2 1.864 4.741 0.988  0.359
H3 1.134 3.814 -0.333  0.360
H4 3.746 6.065 0.623  0.410
H5 3.840 6.634 -0.985  0.381
H6 6.009 6.500 -0.264  0.433
H7 5.666 5.594 -1.667  0.304
H8 5.845 4.312 1.171  0.380
H9 7.073 4.106 -0.122  0.530
H10 6.811 1.837 0.536  0.414
H11 5.537 0.824 -0.010  0.365
H12 5.281 1.832 1.426  0.322
H13 6.127 1.740 -2.118  0.382
H14 6.681 3.425 -2.159  0.340
H15 5.177 3.203 -2.680  0.270
H16 2.384 5.565 -2.511  0.473
H17 2.253 3.898 -2.753  0.393
H18 3.744 4.731 -3.015  0.357
C10 2.929 2.404 5.365  -0.895
C11 1.904 1.235 5.146  -0.202
O2 1.095 1.476 3.974  -0.500
H19 3.116 2.960 4.446  0.265
H20 3.823 1.879 5.702  0.284
H21 2.642 3.051 6.195  0.242
H22 1.246 1.037 5.992  0.298
H23 2.502 0.332 5.023  0.221
H24 1.643 1.863 3.286  0.275
C12 0.035 -7.597 -0.271  -0.733
O3 -0.433 -6.918 0.914  -0.296
C13 0.214 -5.673 1.218  -0.670
C14 -0.423 -4.880 2.400  -0.577
N2 -1.847 -4.662 2.013  -0.341
C15 -2.760 -4.468 3.075  -0.752
C16 -3.233 -5.858 3.441  -0.470
O4 -3.753 -6.569 2.330  -0.360
C17 -4.215 -7.870 2.566  -0.775
H25 -0.181 -6.988 -1.149  0.327
H26 -0.475 -8.555 -0.164  0.206
H27 1.120 -7.667 -0.346  0.292
H28 0.053 -5.083 0.316  0.297
H29 1.291 -5.829 1.282  0.474
H30 0.169 -3.974 2.534  0.406
H31 -0.217 -5.394 3.338  0.328
H32 -2.058 -5.576 1.639  0.322
H33 -3.581 -3.857 2.698  0.297
H34 -2.237 -3.897 3.841  0.386
H35 -3.987 -5.641 4.198  0.411
H36 -2.404 -6.463 3.807  0.348
H37 -4.605 -8.302 1.644  0.250
H38 -5.096 -8.028 3.188  0.314
H39 -3.373 -8.437 2.962  0.313
C18 -5.108 0.156 -6.646  -0.709
O5 -4.534 -0.498 -5.456  -0.356
C19 -3.481 0.301 -4.983  -0.422
C20 -2.984 -0.278 -3.650  -0.938
N3 -3.961 -0.378 -2.553  -0.220
C21 -4.834 0.764 -2.324  -0.472
C22 -5.447 0.641 -0.803  -0.736
O6 -4.430 0.946 0.092  -0.263
C23 -4.323 2.287 0.530  -0.685
H40 -5.669 1.021 -6.291  0.287
H41 -5.761 -0.536 -7.178  0.246
H42 -4.310 0.589 -7.249  0.311
H43 -3.750 1.331 -4.749  0.314
H44 -2.714 0.202 -5.752  0.485
H45 -2.195 0.350 -3.236  0.337
H46 -2.513 -1.244 -3.827  0.417
H47 -4.648 -1.085 -2.771  0.297
H48 -5.660 0.832 -3.032  0.291
H49 -4.282 1.704 -2.321  0.353
H50 -5.832 -0.306 -0.423  0.282
H51 -6.310 1.279 -0.612  0.376
H52 -4.316 2.874 -0.389  0.315
H53 -3.380 2.462 1.049  0.206
H54 -5.117 2.548 1.230  0.267